Record 1
This record from OMol25 describes a cluster of 2 separate species, CH5NO in total. The level of theory is the ωB97M-V functional and the def2-TZVPD basis.

Bonds (Å) are listed after each position.
Element x y z (Å)
1 N 2.862 -0.513 -0.037  O2 1.184, H3 1.118
2 O 3.040 0.657 0.006  N1 1.184
3 H 1.785 -0.746 0.157  N1 1.118
4 C -1.475 0.125 -0.002  H5 1.090, H6 1.128, H7 1.091, H8 1.048
5 H -1.760 -0.582 0.778  C4 1.090
6 H -1.731 1.197 0.235  C4 1.128
7 H -2.216 -0.164 -0.748  C4 1.091
8 H -0.506 0.025 -0.390  C4 1.048

**Max |F|**: 0.05694 hartree/bohr
**Net charge**: 0
**HOMO-LUMO gap**: 9.34 eV
**HOMO**: -9.53 eV
**Energy relative to the best compared isomer or geometry (same formula, charge and spin)**: 274.3 kJ/mol

Record 2
This record from OMol25 describes the molecule CH5NO2S. The level of theory is the ωB97M-V functional and the def2-TZVPD basis.

Bonds (Å) are listed after each position.
Element x y z (Å)
1 C 1.250 -0.585 -0.203  O2 1.432, H6 1.093, H7 1.048, H8 1.017
2 O -0.061 -1.131 -0.021  C1 1.432, S3 1.660
3 S -1.197 0.048 0.254  O2 1.660, N4 1.695, O5 1.408, H9 1.554
4 N -0.627 1.614 -0.052  S3 1.695, H10 1.030
5 O -2.456 -0.403 -0.186  S3 1.408
6 H 1.898 -1.069 0.532  C1 1.093
7 H 1.220 0.430 0.054  C1 1.048
8 H 1.688 -0.620 -1.120  C1 1.017
9 H -1.295 0.201 1.798  S3 1.554
10 H -0.420 1.516 -1.056  N4 1.030

**Max |F|**: 0.12837 hartree/bohr
**Net charge**: 0
**HOMO-LUMO gap**: 10.17 eV
**HOMO**: -9.78 eV
**Energy relative to the best compared isomer or geometry (same formula, charge and spin)**: 420.8 kJ/mol

Record 3
This record from OMol25 describes a cluster of 2 separate species, CH5NO2S in total. The level of theory is the ωB97M-V functional and the def2-TZVPD basis.

Bonds (Å) are listed after each position.
Element x y z (Å)
1 C -1.661 1.009 0.870  N2 1.442, H4 1.131, H5 1.161, H6 1.081
2 N -1.840 -0.035 -0.108  C1 1.442, S3 1.550
3 S -0.694 -0.959 -0.591  N2 1.550
4 H -2.309 0.799 1.772  C1 1.131
5 H -0.627 1.316 1.301  C1 1.161
6 H -2.199 1.800 0.366  C1 1.081
7 O 2.108 -0.390 -1.407  O8 1.466, H9 0.961
8 O 2.215 -1.759 -0.894  O7 1.466, H10 1.025
9 H 1.790 0.059 -0.619  O7 0.961
10 H 3.217 -1.840 -0.689  O8 1.025

**Max |F|**: 0.04684 hartree/bohr
**Net charge**: 0
**HOMO-LUMO gap**: 7.44 eV
**HOMO**: -8.27 eV
**Energy relative to the best compared isomer or geometry (same formula, charge and spin)**: 554.3 kJ/mol

What did the first record say?
This record from OMol25 describes a cluster of 2 separate species, CH5NO in total. The level of theory is the ωB97M-V functional and the def2-TZVPD basis.

Bonds (Å) are listed after each position.
Element x y z (Å)
1 N 2.862 -0.513 -0.037  O2 1.184, H3 1.118
2 O 3.040 0.657 0.006  N1 1.184
3 H 1.785 -0.746 0.157  N1 1.118
4 C -1.475 0.125 -0.002  H5 1.090, H6 1.128, H7 1.091, H8 1.048
5 H -1.760 -0.582 0.778  C4 1.090
6 H -1.731 1.197 0.235  C4 1.128
7 H -2.216 -0.164 -0.748  C4 1.091
8 H -0.506 0.025 -0.390  C4 1.048

**Max |F|**: 0.05694 hartree/bohr
**Net charge**: 0
**HOMO-LUMO gap**: 9.34 eV
**HOMO**: -9.53 eV
**Energy relative to the best compared isomer or geometry (same formula, charge and spin)**: 274.3 kJ/mol